The following is a quantum chemistry calculation of a cluster of 6 separate species, C34H69F2IN3O12PS2 in total in a non-equilibrium geometry, from the Open Molecules 2025 dataset.

SMILES: CCN(CC)C(=S)SCCC[C@]1(CCCOC(C)=O)[C@](I)(C(=O)NC(=O)F)OC(=O)[C@]1(F)P(N)O.CC(C)O.CC(C)O.CC(C)O.CC(C)O.CC(C)O
Kohn-Sham gap in eV: 7.208
2S+1: 1
Highest occupied orbital energy in eV: -8.7

Geometry as XYZ:
```
124
C34H69F2IN3O12PS2 | the Open Molecules 2025 dataset | ωB97M-V/def2-TZVPD
C 4.91 -0.18 1.46
C 4.70 -0.66 -0.11
N 5.42 0.35 -1.00
C 6.46 -0.42 -1.83
C 7.68 -1.01 -0.87
C 4.45 1.10 -1.90
S 4.23 0.64 -3.56
S 3.37 2.56 -1.33
C 1.79 2.60 -2.38
C 0.98 1.14 -2.31
C -0.34 1.45 -1.33
C -1.28 0.09 -1.10
C -0.24 -0.87 -0.28
C -0.90 -2.18 0.45
C -0.26 -3.63 -0.07
O -1.14 -4.07 -1.17
C -1.04 -5.52 -1.42
C -2.04 -6.11 -2.62
O -0.21 -6.38 -0.82
C -2.03 -0.45 -2.45
I -3.69 -1.93 -2.23
C -1.15 -1.17 -3.65
O -1.74 -1.14 -4.88
N 0.22 -1.79 -3.50
C 0.32 -3.18 -4.06
O 1.08 -4.06 -3.35
F -0.27 -3.70 -5.31
O -2.84 0.76 -2.81
C -3.70 0.96 -1.60
O -5.00 1.28 -1.52
C -2.61 0.70 -0.35
F -3.33 -0.11 0.67
P -2.57 2.42 0.47
N -4.24 2.79 1.08
O -1.49 2.42 1.85
H 4.08 0.66 1.65
H 5.99 0.27 1.66
H 4.71 -1.09 2.20
H 5.06 -1.78 -0.30
H 3.53 -0.67 -0.31
H 5.99 -1.36 -2.39
H 6.98 0.26 -2.65
H 8.70 -1.06 -1.46
H 7.76 -0.35 0.11
H 7.41 -2.13 -0.57
H 2.12 2.84 -3.50
H 1.10 3.44 -1.93
H 1.75 0.39 -1.82
H 0.69 0.89 -3.41
H 0.14 1.83 -0.31
H -0.93 2.31 -1.90
H 0.23 -0.20 0.58
H 0.66 -1.28 -0.95
H -0.59 -2.13 1.61
H -2.05 -2.29 0.34
H -0.39 -4.37 0.83
H 0.86 -3.44 -0.38
H -2.16 -7.27 -2.48
H -3.07 -5.52 -2.50
H -1.54 -5.86 -3.67
H 0.90 -1.21 -4.07
H -4.11 3.09 2.08
H -4.85 1.94 1.02
H -0.67 2.90 1.52
C 1.75 -3.49 3.76
C 2.03 -1.99 3.85
C 1.84 -1.49 5.27
O 1.15 -1.29 2.98
H 0.72 -3.71 4.04
H 1.88 -3.84 2.73
H 2.43 -4.06 4.40
H 3.05 -1.79 3.52
H 0.81 -1.64 5.61
H 2.03 -0.41 5.32
H 2.52 -1.99 5.96
H 0.24 -1.47 3.26
C -6.34 -7.03 -5.46
C -5.02 -6.97 -4.71
C -4.06 -8.04 -5.20
O -5.25 -7.15 -3.32
H -6.83 -8.00 -5.30
H -7.02 -6.26 -5.09
H -6.19 -6.88 -6.53
H -4.56 -5.98 -4.84
H -4.47 -9.05 -5.03
H -3.11 -8.00 -4.64
H -3.84 -7.93 -6.27
H -5.65 -8.02 -3.19
C 2.96 3.08 4.98
C 4.36 2.89 4.42
C 5.31 3.95 4.95
O 4.31 2.96 3.00
H 2.55 4.05 4.69
H 2.28 2.32 4.58
H 2.96 3.01 6.07
H 4.73 1.89 4.68
H 4.99 4.95 4.66
H 6.31 3.80 4.52
H 5.39 3.90 6.04
H 3.98 3.85 2.75
C -9.63 1.82 -1.78
C -8.78 2.59 -2.79
C -8.24 1.67 -3.87
O -7.70 3.21 -2.11
H -9.03 1.05 -1.28
H -10.00 2.49 -1.00
H -10.48 1.34 -2.27
H -9.39 3.38 -3.24
H -7.60 0.90 -3.44
H -7.63 2.24 -4.58
H -9.05 1.19 -4.42
H -7.16 2.52 -1.70
C 2.57 8.68 5.60
C 3.84 7.87 5.39
C 4.92 8.70 4.71
O 3.55 6.73 4.59
H 2.16 9.01 4.64
H 1.80 8.07 6.08
H 2.76 9.56 6.22
H 4.21 7.52 6.36
H 4.59 9.03 3.72
H 5.83 8.11 4.56
H 5.18 9.58 5.30
H 3.23 7.04 3.73
```